Entry 1:
{"formula": "C2H3Br", "method": "wB97M-V/def2-TZVPD", "symbols": ["C", "C", "Br", "H", "H", "H"], "coordinates": [[0.13, 0.30, -0.31], [0.02, 0.51, 0.96], [0.37, 2.84, 1.68], [-0.15, -0.66, -0.73], [0.53, 1.02, -1.01], [-0.37, 0.03, 1.83]], "mulliken_charge": [-0.280, -0.353, -0.251, 0.242, 0.254, 0.387], "e_tot_ev": -72162.821, "de_lowest_kcal_mol": 26.70, "charge": 0, "e_homo_ha": -0.363}



Entry 2:
{"formula": "C24H26Cl2InN6O4S5", "method": "wB97M-V/def2-TZVPD", "symbols": ["In", "C", "C", "S", "C", "C", "S", "C", "C", "S", "H", "H", "H", "H", "H", "H", "H", "H", "H", "H", "H", "H", "N", "C", "N", "C", "C", "S", "C", "C", "S", "C", "N", "N", "H", "H", "H", "H", "H", "H", "O", "C", "O", "C", "C", "Cl", "N", "N", "C", "C", "O", "O", "C", "C", "C", "C", "C", "C", "H", "H", "H", "H", "H", "H", "Cl", "C", "H", "H"], "coordinates": [[-1.11, -0.03, -0.76], [-2.08, 1.25, -5.30], [-1.49, 2.32, -4.38], [-0.47, 1.73, -2.99], [0.76, 0.71, -3.85], [0.45, -0.77, -4.12], [-0.48, -1.72, -2.87], [-1.95, -2.36, -3.76], [-2.58, -1.54, -4.88], [-3.20, 0.11, -4.43], [-1.29, 0.67, -5.78], [-2.66, 1.75, -6.08], [-2.28, 2.92, -3.92], [-0.85, 2.98, -4.97], [1.64, 0.77, -3.23], [0.96, 1.21, -4.79], [1.40, -1.29, -4.21], [-0.09, -0.90, -5.05], [-2.68, -2.53, -2.96], [-1.66, -3.33, -4.17], [-3.45, -2.10, -5.23], [-1.91, -1.42, -5.74], [-0.79, 3.57, 0.27], [-1.32, 2.70, 1.16], [-1.23, 1.40, 1.06], [-1.88, 0.75, 2.09], [-2.51, 1.56, 2.96], [-2.26, 3.22, 2.53], [-1.72, -0.70, 2.16], [-2.00, -1.52, 3.20], [-1.46, -3.12, 2.87], [-0.87, -2.59, 1.32], [-1.10, -1.33, 1.10], [-0.29, -3.42, 0.43], [-0.08, 3.21, -0.36], [-0.78, 4.55, 0.47], [-3.09, 1.32, 3.83], [-2.47, -1.28, 4.14], [-0.02, -4.34, 0.72], [0.24, -2.99, -0.32], [5.40, 0.06, -1.00], [5.43, 0.07, 0.32], [6.46, 0.12, 0.93], [4.11, 0.02, 1.03], [4.00, 0.00, 2.41], [5.20, 0.05, 3.59], [2.67, 0.00, 2.71], [1.91, 0.02, 1.61], [2.76, 0.02, 0.59], [2.22, -0.01, -0.79], [2.99, 0.00, -1.75], [0.94, -0.14, -0.97], [2.06, 0.04, 4.00], [2.45, -0.82, 5.02], [1.82, -0.75, 6.25], [0.81, 0.18, 6.47], [0.42, 1.03, 5.45], [1.04, 0.96, 4.21], [4.48, 0.01, -1.37], [3.23, -1.54, 4.85], [2.13, -1.41, 7.05], [0.34, 0.24, 7.44], [-0.35, 1.77, 5.61], [0.77, 1.63, 3.41], [-3.88, -1.68, -0.34], [-3.34, -0.07, -0.86], [-3.74, 0.67, -0.16], [-3.70, 0.11, -1.86]], "mulliken_charge": [1.223, -0.637, -0.916, 0.237, -1.029, -1.096, 0.263, -0.634, -0.918, -0.053, 0.320, 0.491, 0.438, 0.428, 0.229, 0.762, 0.553, 0.500, 0.283, 0.520, 0.470, 0.493, -0.354, 0.118, 0.349, -0.721, 0.026, -0.215, -0.700, -0.142, -0.227, 0.117, 0.399, -0.313, 0.103, 0.250, 0.486, 0.454, 0.256, 0.134, -0.577, 0.458, -0.589, -0.382, 0.377, -0.111, 0.443, -0.369, -0.028, 0.748, -1.000, -0.029, 0.208, -0.387, -0.770, -0.571, -0.604, -0.092, 0.494, 0.513, 0.410, 0.427, 0.437, 0.402, -0.201, -0.805, 0.478, 0.175], "e_tot_ev": -126832.735, "de_lowest_kcal_mol": 22.23, "charge": 1, "e_homo_ha": -0.407}



Entry 3:
{"formula": "C3H4BiO3", "method": "wB97M-V/def2-TZVPD", "symbols": ["C", "C", "O", "C", "O", "Bi", "H", "H", "H", "O", "H"], "coordinates": [[-0.16, 1.52, 1.81], [-0.57, 1.68, 0.52], [-0.54, 0.58, -0.32], [-0.52, 0.69, -1.65], [-0.13, -0.54, -1.98], [0.42, -1.46, -0.12], [0.33, 2.35, 2.30], [-0.77, 0.86, 2.44], [-0.15, -0.71, -2.94], [1.00, -1.07, 1.65], [0.58, -1.32, 2.47]], "mulliken_charge": [-0.380, 0.156, -0.076, 0.058, -0.228, 1.687, 0.299, 0.326, 0.423, -0.657, 0.394], "e_tot_ev": -15129.835, "de_lowest_kcal_mol": 107.23, "charge": 2, "s2": 0.75, "e_homo_ha": [-0.663, -0.699], "multiplicity": 2}



Entry 4:
{"formula": "C5H10N3", "method": "wB97M-V/def2-TZVPD", "symbols": ["C", "C", "C", "C", "C", "N", "N", "N", "H", "H", "H", "H", "H", "H", "H", "H", "H", "H"], "coordinates": [[-1.51, -1.65, 0.04], [-2.19, -0.46, -0.04], [-0.09, -1.65, 0.12], [2.30, 1.03, 0.15], [1.95, -0.45, -0.10], [-1.58, 0.68, 0.25], [0.57, -0.62, -0.23], [-2.05, 1.81, -0.09], [-2.04, -2.59, 0.02], [-3.24, -0.46, -0.34], [0.39, -2.56, 0.48], [1.58, 1.67, -0.36], [3.30, 1.25, -0.22], [2.27, 1.24, 1.21], [2.42, -1.10, 0.65], [2.37, -0.70, -1.08], [-1.59, 2.63, 0.28], [-2.85, 1.92, -0.72]], "mulliken_charge": [-0.373, -0.182, 0.009, -1.123, -0.239, 0.086, -0.264, -0.284, 0.389, 0.438, 0.394, 0.274, 0.367, 0.316, 0.362, 0.284, 0.285, 0.263], "e_tot_ev": -9807.884, "de_lowest_kcal_mol": 89.11, "charge": 1, "e_homo_ha": -0.511, "smiles": "CC/N=C/C=C\\N=[NH2+]"}



Entry 5:
{"formula": "C19H31AuNP2Se2", "method": "wB97M-V/def2-TZVPD", "symbols": ["Au", "C", "P", "C", "C", "C", "C", "C", "C", "C", "P", "C", "C", "H", "H", "H", "H", "H", "H", "H", "H", "H", "H", "H", "H", "H", "H", "H", "H", "C", "Se", "C", "C", "Se", "C", "H", "H", "H", "H", "H", "H", "H", "H", "H", "H", "C", "C", "C", "N", "C", "C", "H", "H", "H", "H", "H"], "coordinates": [[-0.03, 0.36, -0.93], [-3.25, -0.53, 0.34], [-1.96, 0.72, 0.36], [-2.75, 2.26, -0.16], [-1.33, 0.95, 2.02], [-2.11, 0.67, 3.14], [-1.63, 0.99, 4.40], [-0.38, 1.59, 4.55], [0.40, 1.86, 3.43], [-0.06, 1.53, 2.17], [0.93, 1.79, 0.69], [0.99, 3.53, 0.24], [2.64, 1.37, 1.10], [-4.15, -0.07, 0.74], [-2.97, -1.40, 0.93], [-3.46, -0.85, -0.68], [-3.46, 2.56, 0.61], [-3.29, 2.12, -1.10], [-2.02, 3.05, -0.30], [-3.09, 0.22, 3.04], [-2.23, 0.78, 5.27], [-0.01, 1.83, 5.54], [1.38, 2.32, 3.57], [1.37, 4.08, 1.11], [0.01, 3.93, -0.02], [1.66, 3.68, -0.60], [3.01, 2.10, 1.83], [3.27, 1.44, 0.22], [2.70, 0.37, 1.53], [2.70, 1.04, -3.37], [2.18, -0.22, -1.98], [1.54, -1.70, -3.09], [0.27, -1.33, -3.84], [-1.20, -1.13, -2.57], [-2.35, -0.06, -3.72], [3.61, 0.64, -3.80], [2.90, 2.00, -2.90], [1.93, 1.15, -4.13], [1.41, -2.53, -2.40], [2.34, -1.95, -3.79], [-0.03, -2.08, -4.57], [0.38, -0.37, -4.35], [-1.81, 0.80, -4.10], [-3.22, 0.25, -3.14], [-2.67, -0.72, -4.52], [1.20, -4.29, 1.94], [0.00, -4.06, 1.29], [-0.10, -2.97, 0.45], [0.90, -2.11, 0.22], [2.06, -2.35, 0.85], [2.25, -3.42, 1.71], [1.33, -5.14, 2.60], [-0.84, -4.73, 1.42], [-1.03, -2.79, -0.08], [2.88, -1.67, 0.64], [3.22, -3.56, 2.18]], "mulliken_charge": [1.096, -1.309, 0.796, -1.031, 0.575, -0.863, -0.758, -0.811, -0.805, 0.436, 0.477, -1.172, -1.302, 0.543, 0.432, 0.392, 0.461, 0.355, 0.222, 0.457, 0.467, 0.457, 0.413, 0.464, 0.350, 0.381, 0.558, 0.455, 0.393, -1.035, 0.128, -0.721, -0.619, 0.124, -1.060, 0.427, 0.348, 0.347, 0.364, 0.550, 0.549, 0.250, 0.413, 0.349, 0.451, -0.297, -1.069, -0.004, 0.252, -0.125, -1.105, 0.437, 0.475, 0.445, 0.526, 0.469], "e_tot_ev": -174634.228, "de_lowest_kcal_mol": 6.21, "charge": 3, "e_homo_ha": -0.654}



Entry 6:
{"formula": "C19H26N2O3S", "method": "wB97M-V/def2-TZVPD", "symbols": ["C", "H", "O", "C", "C", "C", "C", "C", "C", "H", "H", "C", "O", "C", "C", "H", "H", "C", "N", "C", "N", "H", "C", "H", "H", "C", "C", "H", "C", "H", "C", "H", "O", "H", "H", "H", "H", "S", "C", "C", "H", "H", "H", "H", "H", "H", "H", "H", "H", "H", "H"], "coordinates": [[5.37, 5.93, 2.80], [6.14, 5.13, 2.64], [4.64, 5.80, 1.51], [3.99, 4.84, 1.10], [3.24, 5.06, -0.25], [2.60, 3.97, -0.50], [2.58, 2.81, 0.28], [3.45, 2.54, 1.22], [4.15, 3.65, 1.75], [4.55, 3.54, 2.72], [3.57, 1.53, 1.97], [2.05, 1.52, -0.50], [1.01, 1.83, -1.53], [2.08, 0.06, 0.20], [1.09, 0.03, 1.18], [0.94, 1.05, 1.95], [1.25, -0.63, 2.02], [-0.36, -0.32, 0.85], [-0.24, -1.88, 0.16], [-1.31, -2.54, 0.22], [-2.48, -1.98, 0.31], [-2.54, -0.98, 0.58], [-3.72, -2.82, 0.39], [-4.36, -2.51, 1.38], [-3.35, -3.95, 0.11], [-4.65, -2.44, -0.96], [-4.08, -2.73, -2.31], [-3.56, -2.17, -2.88], [-5.06, -3.62, -2.79], [-4.73, -4.56, -3.38], [-5.83, -4.19, -1.72], [-6.90, -4.28, -2.06], [-5.90, -3.01, -0.84], [-5.52, -4.85, -1.23], [-5.66, -3.03, -3.61], [-3.00, -3.64, -1.94], [-4.72, -1.31, -1.11], [-1.22, -4.13, -0.07], [1.08, -2.16, -0.25], [1.90, -0.96, -0.75], [0.98, -0.51, -1.57], [2.76, -1.23, -1.08], [1.67, -2.48, 0.56], [0.82, -2.78, -1.04], [-0.90, -0.37, 1.58], [-0.80, 0.28, -0.03], [2.93, 0.05, 0.53], [1.86, 3.96, -1.48], [3.38, 5.81, -0.64], [4.92, 5.77, 3.69], [5.88, 6.90, 2.80]], "mulliken_charge": [-0.889, 0.371, -0.439, 0.999, -1.421, -0.305, 0.119, -0.051, -0.513, 0.423, 0.060, 0.111, -0.662, -0.211, -0.541, 0.304, 0.359, -1.685, 0.016, 0.699, -0.056, 0.259, -0.935, 0.203, 0.251, 0.371, -0.934, 0.829, -0.273, 0.252, -0.871, 0.227, -0.455, 0.666, 0.184, 0.022, 0.207, -0.585, -1.135, -1.483, 0.218, 0.782, 0.257, 0.683, 1.123, 0.346, 1.319, 0.154, 1.000, 0.376, 0.254], "e_tot_ev": -40065.136, "de_lowest_kcal_mol": 446.08, "charge": 0, "e_homo_ha": -0.264}



Entry 7:
{"formula": "C3H2INS3", "method": "wB97M-V/def2-TZVPD", "symbols": ["C", "C", "C", "N", "S", "S", "S", "I", "H", "H"], "coordinates": [[-0.72, 1.81, -0.17], [0.30, -0.11, 0.02], [1.44, 0.75, 0.00], [-0.87, 0.49, -0.08], [0.92, 2.37, -0.07], [-1.52, -2.51, -0.28], [0.43, -1.83, 0.23], [3.44, 0.06, 0.10], [-1.47, 2.44, -0.37], [-1.95, -3.47, 0.61]], "mulliken_charge": [-0.264, 0.314, -0.027, -0.467, -0.102, -0.220, -0.103, 0.188, 0.518, 0.163], "e_tot_ev": -45238.709, "de_lowest_kcal_mol": 0.00, "charge": 0, "e_homo_ha": -0.302, "smiles": "SSc1ncsc1I"}



Entry 8:
{"formula": "H39O19", "method": "wB97M-V/def2-TZVPD", "symbols": ["O", "H", "H", "O", "H", "H", "O", "H", "H", "O", "H", "H", "O", "H", "H", "O", "H", "H", "O", "H", "H", "O", "H", "O", "H", "H", "O", "H", "H", "O", "H", "H", "O", "H", "H", "O", "H", "H", "O", "H", "H", "O", "H", "H", "O", "H", "H", "O", "H", "H", "O", "H", "H", "O", "H", "H", "H", "H"], "coordinates": [[-1.80, -2.39, -0.56], [-3.40, -1.20, -2.36], [-2.07, -3.12, -1.12], [0.66, -4.09, 0.30], [0.05, -4.05, 1.05], [-1.01, 2.24, -1.19], [-1.86, 2.48, 3.30], [-5.04, -1.53, 0.67], [-3.91, 0.12, -1.77], [-0.05, 2.31, -1.40], [0.07, -2.10, -2.59], [-2.49, 2.40, 4.02], [1.73, 0.50, -1.63], [0.84, 0.89, -1.43], [1.68, -0.48, -1.59], [-0.02, 0.30, 0.71], [2.45, 1.48, -2.78], [-0.33, -0.27, 4.45], [0.72, -1.88, -1.92], [0.70, 0.81, 4.78], [0.51, -3.25, -0.14], [-3.19, -0.51, -1.72], [3.17, 0.04, -2.80], [2.95, -2.78, -0.05], [2.44, -3.56, 0.19], [2.46, -1.99, 0.17], [-1.39, 4.63, 1.87], [0.35, 2.52, -0.58], [0.90, 2.55, -2.68], [-0.01, 0.60, 4.18], [-1.16, 1.84, 3.51], [-1.26, 3.77, 1.47], [-4.15, -1.81, 0.89], [-4.23, -2.70, 1.25], [-1.14, 4.41, 2.77], [3.40, 1.92, 0.25], [-0.74, -0.32, 0.63], [0.70, -0.14, 1.18], [3.37, 0.90, -3.18], [3.96, 1.33, -2.54], [1.09, 2.90, -4.04], [-0.82, -0.21, -3.42], [-1.68, 0.19, -3.54], [0.24, -1.63, -1.12], [-0.58, -3.01, 2.54], [-3.11, 1.74, 0.02], [0.00, -2.74, 3.24], [-2.15, 1.60, 0.07], [-2.60, -2.24, -0.02], [-2.11, 0.79, -0.43], [1.68, 2.76, -3.28], [4.21, 1.41, 0.17], [-0.53, -0.52, -4.28], [1.92, -1.08, 2.93], [2.60, -1.31, 3.58], [1.79, -0.15, 3.15], [3.83, 2.78, 0.38], [-0.56, -2.33, 1.86]], "mulliken_charge": [-0.335, 0.256, 0.218, -0.791, 0.442, 0.294, -0.612, 0.293, 0.214, -0.820, 0.286, 0.267, -0.869, 0.408, 0.453, -0.082, 0.785, 0.312, -0.511, 0.309, 0.458, -0.453, 0.458, -0.636, 0.409, 0.251, -0.661, 0.243, 0.395, -0.676, 0.428, 0.299, -0.620, 0.300, 0.330, -0.537, 0.146, 0.023, -0.503, 0.425, 0.345, -0.462, 0.237, -0.025, -0.678, 0.186, 0.285, -0.423, 0.233, 0.234, -0.664, 0.288, 0.269, -0.531, 0.252, 0.276, 0.288, 0.295], "e_tot_ev": -39528.322, "de_lowest_kcal_mol": 62.19, "charge": 1, "e_homo_ha": -0.456}